48
Properties=species:S:1:pos:R:3:forces:R:3:mulliken_charge:R:1 method="wB97M-V/def2-TZVPD" e_above_lowest_kj_mol=45.0 e_lumo_ev="2.637 / 2.677" multiplicity=6 homo_ev="-2.59 / -5.54" charge=-1 s_squared=8.910
Mn 2.031 -1.374 0.778 -0.9311 0.2974 -1.0549 0.300
O 3.360 -2.936 2.505 0.1542 -0.3334 0.1757 -0.671
S 3.478 -1.489 2.698 -0.3094 0.4478 -0.2239 1.230
O 4.314 -1.039 3.764 0.1427 0.0444 0.1207 -0.655
O 2.039 -0.951 2.758 0.3548 -0.1218 0.2961 -0.565
O 3.872 -0.908 1.315 0.0857 -0.2572 0.4049 -0.719
O 1.130 -4.135 0.881 0.1933 0.3757 0.1043 -0.576
N 0.561 -2.821 0.767 0.0412 -0.4648 0.3690 0.341
C -0.745 -2.895 0.970 -0.0153 0.2977 -0.1595 -0.783
C -1.701 -1.856 0.922 0.0170 -0.1905 0.0679 0.946
C -3.039 -2.243 1.256 0.0405 0.0558 -0.0186 -1.156
C -4.074 -1.360 1.313 0.0140 0.1115 -0.0302 -0.576
C -3.855 0.016 1.031 -0.0016 -0.1791 0.0333 -0.846
C -2.589 0.419 0.683 0.0541 0.0315 -0.0076 -0.178
C -1.496 -0.465 0.607 -0.0775 -0.0127 -0.0736 0.210
P 0.071 0.147 -0.001 0.2059 0.2366 0.2788 1.467
C 0.175 1.880 0.599 0.0526 -0.2153 0.0213 0.086
C -0.281 2.988 -0.106 -0.0682 0.1412 -0.0912 -0.043
C -0.173 4.264 0.435 0.0124 -0.1003 0.0128 -0.711
C 0.395 4.440 1.689 0.0006 -0.0031 0.0039 -0.408
C 0.856 3.338 2.399 -0.0342 -0.0537 -0.0675 -0.673
C 0.750 2.065 1.857 0.0725 0.0658 0.0776 -0.644
C -0.115 0.333 -1.813 -0.0157 -0.0141 0.0918 0.086
C 0.906 0.915 -2.565 0.0471 0.0679 -0.0535 -0.121
C 0.804 1.009 -3.944 -0.0700 -0.0360 0.0792 -0.737
C -0.319 0.502 -4.592 0.0422 0.0098 0.0127 -0.444
C -1.328 -0.094 -3.853 -0.0274 -0.0242 0.1335 -0.642
C -1.228 -0.178 -2.466 -0.0629 0.0103 -0.1792 -0.533
H 1.849 -3.999 1.529 -0.0633 -0.0660 -0.1140 0.418
H -1.109 -3.890 1.204 -0.0417 -0.0187 -0.0145 0.253
H -3.214 -3.289 1.481 -0.0079 0.0118 0.0073 0.314
H -5.063 -1.714 1.579 -0.0012 0.0301 -0.0012 0.373
H -4.662 0.734 1.091 -0.0135 -0.0093 -0.0034 0.409
H -2.425 1.468 0.459 0.0223 -0.0355 0.0055 0.287
H -0.729 2.860 -1.085 0.0221 -0.0215 -0.0125 0.390
H -0.534 5.119 -0.124 -0.0015 -0.0043 -0.0069 0.391
H 0.483 5.434 2.110 0.0007 -0.0048 -0.0037 0.361
H 1.312 3.465 3.372 -0.0063 0.0134 -0.0023 0.411
H 1.135 1.214 2.411 -0.0213 -0.0252 -0.0342 0.450
H 1.791 1.301 -2.070 -0.0310 -0.0056 0.0332 0.488
H 1.603 1.468 -4.512 -0.0046 -0.0024 -0.0103 0.371
H -0.401 0.566 -5.670 0.0111 0.0045 0.0015 0.357
H -2.202 -0.497 -4.350 0.0065 0.0043 -0.0115 0.379
H -2.020 -0.639 -1.886 0.0154 0.0034 -0.0275 0.319
C 2.518 -1.743 -1.130 0.1908 0.0105 0.0630 -0.916
H 3.259 -2.540 -1.066 -0.0197 -0.0327 -0.0459 0.425
H 2.971 -0.839 -1.540 0.0093 -0.0340 -0.0581 0.262
H 1.638 -2.051 -1.689 0.0163 -0.0054 -0.0879 0.272

---

45
Properties=species:S:1:pos:R:3:forces:R:3:mulliken_charge:R:1 method="wB97M-V/def2-TZVPD" e_above_lowest_kj_mol=216.5 e_lumo_ev=0.553 homo_ev=-9.36 charge=0
C 1.869 5.404 -1.009 0.6986 0.5128 0.0575 -1.419
C 1.126 4.122 -1.044 -1.0464 -0.8446 0.2180 0.983
C 0.928 3.474 -2.275 -0.5777 -0.8696 0.7773 -0.741
C 0.172 2.283 -2.371 0.2995 1.1156 1.6641 -0.491
C -0.448 1.778 -1.194 0.1372 -0.2113 -0.6823 -0.043
C -1.290 0.499 -1.221 0.8657 1.0710 -0.3867 0.009
O -1.994 0.346 -2.457 0.5662 -0.9518 0.0370 -0.415
C -2.006 -0.971 -2.754 -1.3208 -1.4092 -2.3216 0.464
O -2.673 -1.469 -3.645 1.4791 1.0952 1.9915 -0.589
O -1.145 -1.704 -1.975 -0.7847 0.6639 -0.0966 -0.465
C -0.539 -0.855 -1.004 0.6755 0.2805 0.7577 2.229
C 0.983 -0.819 -1.258 0.3149 -0.0863 0.2739 -1.631
N 1.688 -2.027 -0.749 -1.5187 -0.3019 -1.5455 1.087
C 1.361 -3.333 -1.075 0.0521 1.5494 0.5544 0.107
N 2.263 -4.123 -0.575 0.3849 -0.5003 0.0992 -0.661
C 3.157 -3.280 0.012 0.6619 -0.2748 -0.4424 -0.195
N 2.862 -1.996 -0.099 -0.0798 -0.3221 0.1922 -1.179
C -0.832 -1.262 0.434 -0.4784 -0.6483 -0.4049 -0.125
C -0.185 -0.630 1.497 0.1585 -0.6216 -0.2023 -0.363
C -0.530 -0.984 2.791 0.9731 1.0757 0.6506 -0.969
C -1.511 -1.897 3.104 -0.0501 0.0572 -0.3821 0.885
C -1.820 -2.227 4.527 -0.4256 -0.2231 0.2916 -1.401
C -2.155 -2.502 2.033 0.0111 -0.0584 -0.0351 -0.964
C -1.823 -2.213 0.713 -0.0417 -0.0337 0.4968 -0.703
C -0.273 2.441 0.032 -0.2647 0.0646 -0.2861 -0.340
C 0.495 3.597 0.104 0.6456 -0.0437 -0.2831 -0.797
H 1.376 6.105 -1.688 0.1697 0.1170 0.1221 0.335
H 2.909 5.272 -1.360 -0.4118 0.1002 0.1394 0.323
H 1.903 5.846 -0.003 -0.0420 -0.1474 -0.3240 0.349
H 1.359 3.917 -3.161 0.0744 -0.0688 -0.1607 0.395
H 0.076 1.834 -3.340 -0.2887 -0.3773 -0.1744 0.482
H -2.053 0.576 -0.478 -0.3850 0.0727 0.6995 0.757
H 1.398 0.061 -0.768 0.1416 -0.2262 0.1523 0.500
H 1.172 -0.678 -2.328 -0.0041 -0.2082 0.1138 0.433
H 0.471 -3.609 -1.638 0.2951 0.1691 0.2309 0.484
H 4.121 -3.672 0.375 -0.7730 0.5742 0.1394 0.412
H 0.672 0.031 1.351 -0.4017 -0.0597 -0.0884 0.503
H 0.027 -0.502 3.609 -0.2717 -0.2734 -0.3485 0.302
H -2.608 -1.549 4.931 0.4382 -0.6049 -0.2262 0.253
H -2.162 -3.280 4.544 0.0201 0.5724 0.4185 0.368
H -0.927 -2.119 5.161 -0.3353 -0.0991 -0.2053 0.373
H -2.924 -3.238 2.227 -0.0388 -0.0933 -0.0046 0.372
H -2.362 -2.807 -0.025 0.3627 0.5110 -0.2722 0.419
H -0.773 2.109 0.955 0.2080 -0.0808 -0.6325 0.386
H 0.646 4.050 1.093 -0.0931 0.0373 -0.5722 0.282

---

The calculation returns the following calculated total energy values, one per record and in order: -84220.980, -31661.392 eV.